24 unconnected molecules or ions with the total composition C82H222N10O34 at a distorted geometry. Source: OMol25; level of theory: wB97M-V/def2-TZVPD.

Cartesian coordinates (Å):
C 4.090 -0.533 -3.295
O 5.425 -0.129 -3.302
H 3.468 -0.134 -4.096
H 4.057 -1.622 -3.305
H 3.649 -0.193 -2.357
H 5.849 -0.735 -2.690
C -2.051 3.917 4.680
O -1.253 5.022 4.228
H -2.691 4.290 5.479
H -2.840 3.562 4.016
H -1.524 3.056 5.090
H -1.669 5.887 4.217
C 1.039 7.020 3.895
O 2.278 7.676 4.119
H 1.236 6.139 3.284
H 0.626 6.700 4.852
H 0.317 7.649 3.374
H 2.909 7.482 3.422
C 2.818 0.033 1.441
O 3.243 -0.610 0.243
H 3.462 -0.200 2.289
H 2.912 1.097 1.222
H 1.803 -0.288 1.674
H 4.166 -0.399 0.082
C 1.858 -4.019 -7.223
O 1.619 -3.648 -8.577
H 2.925 -4.197 -7.090
H 1.473 -3.328 -6.472
H 1.390 -4.976 -6.996
H 2.423 -3.222 -8.885
C -2.732 8.228 2.970
O -2.742 7.207 3.905
H -2.646 9.231 3.389
H -1.787 8.108 2.441
H -3.476 8.244 2.174
H -3.164 7.401 4.745
C 3.765 -0.088 -7.490
O 3.543 1.298 -7.439
H 4.731 -0.246 -7.968
H 3.757 -0.523 -6.490
H 3.011 -0.501 -8.159
H 2.622 1.314 -7.171
C 3.881 5.637 1.188
O 3.965 6.700 2.107
H 4.125 6.058 0.212
H 4.646 4.893 1.409
H 2.934 5.098 1.213
H 4.820 7.112 1.963
C -2.392 -0.099 5.731
O -3.469 0.741 5.503
H -2.139 -0.225 6.784
H -2.550 -1.107 5.348
H -1.568 0.442 5.267
H -3.543 1.327 6.260
C 0.325 0.025 -6.658
O 1.017 1.170 -6.081
H 0.776 -0.300 -7.595
H 0.385 -0.861 -6.026
H -0.736 0.272 -6.699
H 0.566 1.486 -5.295
C -0.902 -3.396 -3.544
O -0.606 -2.692 -2.345
C 0.537 -1.854 -2.412
C 0.353 -0.782 -1.276
N -0.701 0.131 -1.626
C -1.206 0.816 -0.416
C -0.267 1.843 0.295
O -0.297 1.724 1.731
C 0.180 2.912 2.428
H -1.831 -3.961 -3.621
H -0.058 -4.008 -3.864
H -0.864 -2.704 -4.385
H 0.773 -1.356 -3.353
H 1.442 -2.427 -2.210
H 1.246 -0.158 -1.237
H 0.177 -1.223 -0.294
H -1.430 -0.414 -2.064
H -1.543 0.094 0.328
H -2.085 1.425 -0.624
H -0.584 2.848 0.014
H 0.787 1.851 0.021
H 1.245 3.045 2.240
H 0.043 2.721 3.493
H -0.270 3.866 2.153
C -3.318 -1.632 -5.783
O -2.946 -2.953 -6.067
C -2.368 -3.107 -7.320
C -2.455 -4.558 -7.639
N -1.715 -5.314 -6.682
C -1.957 -6.691 -6.770
C -1.332 -7.476 -5.618
O -1.808 -7.020 -4.362
C -1.554 -7.913 -3.307
H -3.618 -1.616 -4.735
H -4.137 -1.333 -6.438
H -2.520 -0.908 -5.947
H -1.345 -2.848 -7.048
H -2.725 -2.477 -8.135
H -2.042 -4.695 -8.639
H -3.506 -4.848 -7.634
H -2.013 -4.968 -5.781
H -1.559 -7.149 -7.675
H -3.037 -6.834 -6.716
H -0.243 -7.491 -5.667
H -1.695 -8.476 -5.857
H -2.168 -7.531 -2.492
H -0.562 -7.995 -2.862
H -1.874 -8.927 -3.543
C -4.277 -2.465 -1.179
O -4.261 -1.729 0.091
C -3.537 -2.368 1.144
C -3.917 -1.697 2.535
N -5.386 -1.670 2.756
C -5.759 -0.863 3.891
C -7.247 -0.930 4.235
O -7.400 -0.028 5.322
C -8.656 -0.074 6.051
H -3.254 -2.595 -1.531
H -4.878 -1.996 -1.958
H -4.691 -3.464 -1.040
H -2.476 -2.251 0.923
H -3.875 -3.400 1.234
H -3.508 -0.687 2.531
H -3.442 -2.191 3.383
H -5.834 -1.381 1.898
H -5.474 0.182 3.771
H -5.200 -1.222 4.756
H -7.472 -1.941 4.574
H -7.901 -0.700 3.394
H -8.571 -0.867 6.794
H -9.570 -0.270 5.491
H -8.707 0.829 6.659
C -7.623 -1.626 -0.375
O -6.805 -0.796 0.472
C -6.886 0.554 0.096
C -6.051 1.330 1.051
N -4.649 1.122 0.740
C -3.807 1.893 1.723
C -3.681 3.361 1.410
O -4.758 4.066 1.977
C -4.589 5.504 1.944
H -7.242 -1.449 -1.380
H -8.666 -1.308 -0.385
H -7.577 -2.677 -0.087
H -7.910 0.907 0.218
H -6.518 0.865 -0.881
H -6.242 1.067 2.091
H -6.206 2.392 0.856
H -4.390 0.163 0.557
H -2.829 1.431 1.859
H -4.307 1.773 2.684
H -3.671 3.563 0.339
H -2.727 3.785 1.721
H -3.512 5.662 2.007
H -5.060 5.898 2.845
H -5.063 5.964 1.077
C 9.159 -7.355 -0.198
O 7.778 -7.022 -0.145
C 7.543 -5.697 -0.610
C 6.052 -5.357 -0.394
N 5.549 -4.207 -1.168
C 4.141 -3.905 -0.745
C 3.057 -4.928 -1.054
O 3.263 -5.369 -2.379
C 2.485 -6.443 -2.826
H 9.626 -7.248 -1.177
H 9.244 -8.403 0.087
H 9.796 -6.828 0.512
H 7.875 -5.641 -1.647
H 8.278 -5.062 -0.115
H 5.858 -5.177 0.664
H 5.472 -6.263 -0.570
H 5.551 -4.268 -2.176
H 3.992 -3.068 -1.427
H 4.108 -3.594 0.299
H 2.062 -4.498 -0.931
H 3.216 -5.717 -0.319
H 2.660 -7.300 -2.176
H 2.851 -6.706 -3.819
H 1.397 -6.384 -2.828
C 0.701 6.867 0.209
O 0.652 6.566 -1.169
C 1.224 7.652 -1.950
C 1.360 7.293 -3.432
N 2.436 6.335 -3.633
C 2.577 5.805 -4.944
C 2.871 6.829 -6.096
O 1.710 7.492 -6.581
C 0.667 6.761 -7.192
H -0.046 7.561 0.595
H 1.690 7.205 0.519
H 0.523 5.875 0.624
H 2.184 7.958 -1.536
H 0.500 8.467 -1.935
H 1.469 8.201 -4.026
H 0.379 6.905 -3.707
H 2.468 5.618 -2.922
H 1.694 5.209 -5.176
H 3.367 5.056 -4.880
H 3.300 6.284 -6.937
H 3.613 7.555 -5.766
H 0.096 6.148 -6.495
H 1.024 6.116 -7.996
H -0.085 7.447 -7.582
C 0.967 5.171 7.356
O 0.469 4.760 8.616
C -0.094 3.483 8.649
C -0.720 3.131 10.011
N -1.207 1.737 10.067
C -0.077 0.800 10.075
C -0.516 -0.691 10.197
O -1.313 -0.886 11.390
C -0.537 -0.839 12.514
H 1.405 4.343 6.799
H 1.709 5.956 7.498
H 0.080 5.505 6.816
H 0.688 2.759 8.422
H -0.835 3.495 7.849
H -1.567 3.786 10.217
H 0.062 3.242 10.762
H -1.632 1.531 10.959
H 0.660 0.999 10.853
H 0.440 0.926 9.123
H 0.361 -1.335 10.129
H -1.215 -0.914 9.390
H 0.372 -1.441 12.510
H -1.032 -1.202 13.414
H -0.227 0.186 12.718
C 2.682 -3.335 6.164
O 3.048 -2.527 7.278
C 1.958 -1.782 7.867
C 1.228 -0.800 6.936
N 2.147 0.280 6.657
C 1.654 1.191 5.599
C 2.682 2.247 5.133
O 3.634 1.619 4.293
C 4.640 2.502 3.893
H 3.584 -3.907 5.950
H 2.415 -2.733 5.295
H 1.978 -4.144 6.360
H 2.441 -1.271 8.700
H 1.205 -2.411 8.342
H 0.330 -0.422 7.425
H 0.962 -1.293 6.001
H 2.917 -0.245 6.267
H 0.742 1.671 5.953
H 1.287 0.620 4.746
H 3.161 2.640 6.030
H 2.179 3.128 4.735
H 5.361 2.704 4.685
H 4.332 3.418 3.389
H 5.220 2.002 3.117
C 6.342 1.335 0.042
O 5.702 0.036 0.077
C 6.690 -1.002 0.353
C 7.664 -1.332 -0.799
N 6.989 -1.965 -1.948
C 7.924 -2.488 -2.963
C 7.205 -3.051 -4.198
O 6.298 -4.069 -3.786
C 5.585 -4.650 -4.867
H 6.978 1.511 0.910
H 5.566 2.099 0.000
H 6.981 1.524 -0.820
H 6.042 -1.866 0.495
H 7.231 -0.807 1.279
H 8.363 -2.063 -0.392
H 8.220 -0.494 -1.218
H 6.431 -2.744 -1.628
H 8.608 -3.221 -2.535
H 8.603 -1.702 -3.293
H 7.923 -3.652 -4.756
H 6.690 -2.322 -4.824
H 4.886 -5.440 -4.589
H 6.229 -5.056 -5.647
H 4.962 -3.866 -5.297
C -3.937 0.912 -2.796
O -3.133 0.755 -3.912
C -2.909 1.898 -4.750
C -1.962 2.925 -4.123
N -0.636 2.381 -3.854
C 0.171 3.405 -3.201
C 1.633 2.846 -2.939
O 2.248 3.864 -2.221
C 3.428 3.425 -1.557
H -4.968 1.109 -3.092
H -3.544 1.688 -2.139
H -3.774 -0.022 -2.258
H -3.797 2.485 -4.985
H -2.446 1.516 -5.659
H -2.463 3.375 -3.266
H -1.693 3.607 -4.929
H -0.777 1.586 -3.247
H -0.288 3.636 -2.240
H 0.211 4.347 -3.748
H 2.182 2.716 -3.872
H 1.552 1.875 -2.451
H 3.912 4.368 -1.305
H 4.122 2.887 -2.202
H 3.202 2.923 -0.616
C -0.305 -1.474 3.041
C 0.056 -2.919 2.708
C 1.413 -3.188 2.092
O 0.121 -3.725 3.873
H 0.576 -0.958 3.424
H -1.132 -1.363 3.743
H -0.514 -1.019 2.073
H -0.679 -3.355 2.031
H 1.520 -2.622 1.167
H 1.617 -4.258 2.078
H 2.183 -2.661 2.655
H 0.366 -4.642 3.733
C -0.312 -6.136 -0.051
C -1.319 -6.554 1.010
C -2.771 -6.722 0.548
O -0.882 -7.722 1.648
H 0.662 -5.938 0.396
H -0.642 -5.191 -0.483
H -0.156 -6.897 -0.815
H -1.342 -5.806 1.804
H -3.341 -7.205 1.341
H -2.881 -7.280 -0.382
H -3.241 -5.753 0.379
H -0.675 -8.419 1.021
C -2.702 7.940 -1.331
C -2.805 6.484 -1.149
C -4.090 5.981 -1.758
O -1.721 5.909 -1.858
H -1.845 8.410 -0.849
H -3.593 8.379 -0.883
H -2.715 8.177 -2.395
H -2.785 6.154 -0.110
H -4.097 4.926 -2.030
H -4.336 6.534 -2.664
H -5.002 6.134 -1.180
H -0.906 6.257 -1.488
C -5.114 -5.263 -3.453
C -6.326 -5.661 -4.290
C -6.216 -5.570 -5.789
O -6.643 -6.941 -3.913
H -4.623 -4.355 -3.804
H -4.363 -6.053 -3.458
H -5.493 -5.086 -2.447
H -7.176 -5.078 -3.937
H -7.160 -5.806 -6.281
H -5.480 -6.258 -6.205
H -5.920 -4.568 -6.098
H -7.583 -7.033 -3.743

Kohn-Sham gap = 0.3020 hartree
Max |F| = 3.1 eV/A
E_tot = -6362.39427 Ha
Total charge = 0